(1)
82
Properties=species:S:1:pos:R:3:forces:R:3:lowdin_charge:R:1 method="wB97M-V/def2-TZVPD" total_charge=+2 s_squared=2.006 spin_multiplicity=3 lumo_energy_ha="-0.3368 / -0.3353" homo_energy_ev="-12.5 / -12.5" orbital_gap_ev="3.3 / 3.4"
C 11.519219 -0.199702 2.113055 -0.7 -0.1 0.5 -0.12
C 9.974791 0.139157 2.232245 0.6 0.0 -1.0 -0.25
C 9.353932 0.612792 0.842832 -0.4 -0.9 0.9 -0.21
C 7.915427 -0.014532 0.689530 0.0 0.8 -0.2 -0.21
C 6.968076 0.891134 -0.216913 -0.4 -0.8 0.7 -0.20
C 6.017483 0.014192 -1.148474 0.1 0.5 1.2 -0.18
C 4.564877 -0.116888 -0.520710 0.1 0.3 -0.1 -0.15
C 3.499564 0.682620 -1.356663 0.9 0.7 1.0 -0.19
N 2.144623 0.032125 -1.364938 -0.8 1.8 -1.1 -0.18
C 2.104660 -0.982800 -2.446007 0.2 -2.1 -0.2 -0.20
C 1.081730 -2.144174 -2.200860 -0.3 0.1 -0.9 -0.15
C -0.428878 -1.727577 -2.336703 -0.4 -0.6 1.1 -0.20
C -1.296220 -2.112074 -1.058972 0.3 0.2 -1.1 -0.20
C -2.730366 -1.523174 -1.289683 0.3 0.1 1.1 -0.21
C -3.655302 -1.559627 -0.020248 -0.9 -0.4 -0.9 -0.23
C -4.164319 -3.020730 0.331888 0.5 1.0 0.4 -0.23
C -3.224019 -3.765820 1.363711 -1.0 -0.4 -0.6 -0.11
C 1.207175 1.081807 -1.561874 -1.4 -0.4 2.7 -0.91
S 0.972896 1.966313 -2.988129 0.2 -0.1 -0.9 0.53
S 0.210909 1.532231 -0.119405 0.9 -0.9 -1.9 1.03
C -1.301583 2.408787 -0.694436 -0.8 1.3 -0.7 -0.45
C -1.927965 3.327861 0.447969 -0.2 -1.0 0.5 -0.21
C -3.338017 2.801033 0.915128 0.6 0.3 0.1 -0.26
N -4.369184 2.965648 -0.102167 0.5 -1.1 0.6 0.05
C -5.272412 1.822292 -0.153875 -0.8 0.4 -0.2 -0.27
C -6.704887 2.133157 0.465762 0.4 -1.0 -0.1 -0.15
C -7.604359 0.834197 0.320684 -0.1 0.2 0.7 -0.16
C -7.944048 0.167330 1.701872 0.3 -0.7 -0.9 -0.24
O -9.172332 -0.567948 1.545957 0.2 0.8 1.1 -0.21
C -9.936641 -0.516671 2.764867 -0.4 -0.5 0.3 -0.11
H 11.771521 -0.577167 1.091303 -0.1 0.4 0.8 0.07
H 11.764518 -1.002058 2.851176 0.0 0.7 -0.6 0.07
H 12.129113 0.696712 2.370873 -0.3 -0.7 -0.4 0.07
H 9.412397 -0.777747 2.537544 0.5 0.7 -0.1 0.10
H 9.854317 0.932610 3.003121 -0.2 -0.7 -0.4 0.10
H 9.254183 1.720886 0.797272 0.3 -0.7 -0.1 0.11
H 10.022228 0.233107 0.037428 -0.5 0.5 0.3 0.10
H 7.495335 -0.096502 1.727185 0.1 0.1 -0.9 0.11
H 7.931776 -1.058333 0.281793 0.3 0.9 0.3 0.11
H 7.539486 1.644449 -0.802185 -0.2 -0.7 0.3 0.10
H 6.332314 1.466602 0.507556 0.5 -0.2 -0.8 0.10
H 6.019295 0.504333 -2.148455 -0.3 -0.7 0.5 0.10
H 6.428574 -1.021427 -1.190028 -0.1 0.9 -0.4 0.10
H 4.297866 -1.190585 -0.372721 0.0 0.8 -0.4 0.12
H 4.566742 0.338669 0.503198 0.0 -0.5 -0.8 0.11
H 3.859540 0.891229 -2.396696 -0.4 -0.3 0.6 0.12
H 3.367711 1.680288 -0.855460 0.2 -0.8 -0.5 0.13
H 3.118173 -1.463231 -2.451422 -0.8 0.6 0.1 0.14
H 1.958830 -0.570945 -3.474990 0.0 0.1 0.8 0.11
H 1.280257 -2.891236 -3.015600 0.0 0.6 0.7 0.12
H 1.267180 -2.699299 -1.248634 -0.1 0.8 -0.6 0.13
H -0.909899 -2.278623 -3.185708 0.5 0.6 0.5 0.12
H -0.588268 -0.634138 -2.511681 0.4 -0.6 0.0 0.07
H -0.816781 -1.743533 -0.113111 -0.5 -0.1 -0.8 0.11
H -1.272572 -3.227977 -1.007762 -0.3 0.8 0.1 0.12
H -2.594936 -0.451342 -1.607243 -0.2 -0.8 0.2 0.08
H -3.250947 -2.039891 -2.128463 0.4 0.3 0.5 0.12
H -4.577626 -0.982900 -0.295385 0.8 -0.4 0.3 0.08
H -3.201718 -1.046730 0.868305 -0.2 -0.5 -0.7 0.11
H -5.182144 -2.912359 0.774567 0.7 -0.1 -0.3 0.10
H -4.289487 -3.577349 -0.630956 0.2 0.3 0.9 0.11
H -3.892573 -4.199812 2.148213 0.8 0.1 -0.6 0.07
H -2.504780 -3.094585 1.882463 -0.4 -0.4 -0.6 0.07
H -2.714731 -4.598923 0.818796 -0.1 0.7 0.8 0.07
H -1.110673 3.092452 -1.559766 0.3 -0.8 0.7 0.03
H -2.030739 1.641072 -1.059716 0.7 0.4 0.5 0.08
H -2.054837 4.382047 0.121857 0.4 -0.7 0.1 0.11
H -1.249032 3.258710 1.337032 -0.6 0.4 -0.7 0.10
H -3.626133 3.421913 1.805004 0.1 -0.5 -0.6 0.14
H -3.199363 1.746955 1.267337 -0.3 0.6 -0.2 0.11
H -4.902160 0.914123 0.385002 -0.1 0.7 -0.5 0.08
H -5.435902 1.591943 -1.239996 0.1 0.0 0.8 0.12
H -6.527658 2.340107 1.549877 -0.4 0.1 -0.8 0.11
H -7.211012 2.980842 -0.040562 0.6 -0.4 0.5 0.11
H -7.117867 0.054492 -0.316814 -0.4 0.7 0.3 0.11
H -8.575337 1.104472 -0.152225 0.7 -0.2 0.3 0.12
H -7.166507 -0.610577 1.946323 -0.3 0.9 0.0 0.13
H -7.999860 0.897702 2.542579 -0.1 -0.3 -0.7 0.11
H -10.532742 -1.457516 2.867381 0.5 0.7 -0.2 0.09
H -9.267737 -0.446669 3.661727 -0.6 0.0 -0.7 0.09
H -10.654885 0.338645 2.761872 0.6 -0.5 0.0 0.09
Tm 0.322741 3.616126 -4.796679 0.0 -0.2 0.2 1.39

(2)
94
Properties=species:S:1:pos:R:3:forces:R:3:lowdin_charge:R:1 method="wB97M-V/def2-TZVPD" total_charge=+1 relative_energy_ev=1.5388 lumo_energy_ha=-0.1939 homo_energy_ev=-11.2 orbital_gap_ev=6.0
Zn -0.847874 -2.423672 -1.969112 1.2 1.7 2.7 1.04
C -0.235886 0.357155 -0.453123 -0.8 1.1 -0.1 -0.25
O -0.302666 -0.824982 -1.152993 0.1 -1.2 -0.7 -0.40
H 0.120611 1.216206 -1.039887 0.2 -0.2 -0.2 0.05
H -1.214833 0.709490 -0.085881 -0.1 -0.2 0.1 0.06
H 0.416876 0.321694 0.430364 0.1 -0.5 -0.1 0.07
C 1.149813 1.868817 -4.016888 -0.4 0.4 0.5 -0.04
O 1.289917 1.433523 -5.360929 -0.6 -0.4 0.0 0.01
C 2.531722 1.328567 -5.819056 0.5 0.4 -0.3 -0.62
O 3.516349 1.787564 -5.309666 0.1 -0.1 0.4 0.13
O 2.493076 0.671950 -6.975855 -0.3 0.0 0.0 0.00
C 3.706696 0.574577 -7.724158 0.1 -0.5 -0.1 -0.03
H 0.097157 2.074963 -3.821643 -0.1 -0.1 -0.5 0.08
H 1.676631 2.806067 -3.846152 0.4 -0.2 0.0 0.09
H 1.435340 1.083313 -3.315852 0.4 0.1 -0.1 0.09
H 3.484538 0.933958 -8.725786 0.1 0.1 0.0 0.10
H 3.964980 -0.483538 -7.782676 0.0 0.0 0.0 0.09
H 4.534361 1.102590 -7.260527 -0.2 0.2 0.0 0.09
C 0.525354 -0.472808 7.591452 0.3 -0.2 0.4 -0.01
O -0.095346 -0.490126 6.304172 -0.1 0.9 0.0 -0.02
C 0.419573 -1.304089 5.387336 -0.6 -0.4 0.3 -0.61
O 1.296275 -2.098226 5.545638 0.3 0.1 -0.1 0.15
O -0.272935 -1.220500 4.237797 0.2 -0.1 -0.7 -0.03
C -1.080121 -0.072239 3.974160 0.3 0.7 0.9 -0.04
H 0.110375 -1.296821 8.169081 0.4 -0.2 0.0 0.10
H 0.296918 0.437062 8.141771 -0.4 0.2 -0.5 0.10
H 1.606637 -0.508765 7.484152 0.0 -0.4 0.1 0.10
H -0.512244 0.843576 4.155021 0.1 -0.1 -0.2 0.10
H -1.900280 -0.019452 4.689036 -0.3 -0.2 -0.4 0.10
H -1.376073 -0.087343 2.930147 -0.1 -0.3 0.0 0.08
C 1.667467 -2.366534 1.720502 0.5 1.0 0.3 -0.03
O 2.022584 -3.712446 2.022776 -1.2 -0.8 -0.6 0.00
C 3.300454 -4.055671 1.967855 1.0 0.6 0.5 -0.65
O 4.224736 -3.300529 1.831706 0.0 0.1 -0.3 0.15
O 3.406146 -5.366508 2.122147 -1.2 -0.9 -0.2 -0.01
C 4.694589 -5.946148 2.267682 1.1 0.9 0.8 -0.03
H 2.007609 -1.759600 2.557419 0.0 0.3 -0.2 0.10
H 0.593447 -2.233639 1.611162 -0.1 -0.7 0.3 0.08
H 2.073085 -2.001429 0.776332 0.4 -0.2 0.1 0.10
H 4.628040 -7.005742 2.485491 -0.5 0.0 -0.4 0.10
H 5.164379 -5.492041 3.144524 0.1 0.0 -0.1 0.11
H 5.339658 -5.733386 1.416644 -0.2 -0.1 -0.1 0.10
C -6.995722 4.979479 -1.378491 0.0 1.3 0.1 -0.03
O -6.235386 4.090902 -0.572121 0.2 -0.1 0.3 0.01
C -6.088439 2.842576 -0.981325 0.4 0.1 -0.5 -0.61
O -6.504635 2.364717 -1.997351 -0.3 -0.1 -0.1 0.14
O -5.301612 2.208464 -0.092768 -0.1 0.2 0.3 0.00
C -4.810287 0.956508 -0.506691 0.0 -0.9 -0.7 -0.07
H -6.756663 4.981618 -2.439965 -0.1 -0.8 0.0 0.10
H -6.689754 5.976303 -1.054523 -0.1 -0.1 0.2 0.09
H -8.057100 4.888361 -1.159587 0.0 -0.3 -0.3 0.10
H -3.916322 1.067027 -1.127290 0.1 0.2 0.2 0.10
H -5.514682 0.396790 -1.125826 -0.3 0.3 0.1 0.10
H -4.611138 0.340348 0.362647 0.1 0.4 0.3 0.06
C 3.011020 -4.520549 -1.430077 -1.2 0.7 -0.4 0.04
C 1.536065 -4.313675 -1.227457 0.1 0.2 1.7 -0.41
O 0.993673 -3.216858 -1.389769 -0.4 -0.2 -1.6 -0.01
C 0.774042 -5.412341 -0.560180 -1.0 -0.2 -0.5 0.01
H 3.024935 -5.274115 -2.221336 0.7 -0.3 0.3 0.11
H 3.405731 -4.820670 -0.461512 0.3 -0.5 -0.3 0.09
H 3.486541 -3.603618 -1.766592 0.0 0.0 0.0 0.11
H -0.304029 -5.253442 -0.660591 0.1 0.1 -0.3 0.08
H 0.896091 -5.352411 0.525014 0.7 -0.1 -0.1 0.10
H 1.011041 -6.396573 -0.958441 0.2 -0.1 0.3 0.10
C -3.999581 -2.276725 0.531133 0.0 0.0 -0.3 0.01
C -2.683065 -2.967278 0.683166 -0.7 0.2 -0.1 -0.41
O -1.891177 -2.990616 -0.251476 0.4 -0.7 -0.5 -0.02
C -2.346232 -3.613182 1.994038 0.1 0.0 -0.7 0.04
H -4.080687 -1.783929 -0.435097 0.1 0.0 0.0 0.08
H -4.130670 -1.528080 1.312538 -0.1 -0.2 0.2 0.10
H -4.800333 -3.016834 0.597299 0.0 0.0 0.2 0.11
H -1.763938 -4.507595 1.779341 0.2 0.1 0.2 0.10
H -3.232058 -3.888174 2.558675 0.0 0.2 0.1 0.10
H -1.744817 -2.870112 2.527583 0.1 -0.2 0.3 0.09
C 2.162143 3.271037 0.218538 -1.0 0.7 0.4 -0.03
C 3.362131 4.192461 0.253703 0.1 -0.9 -0.3 -0.50
O 3.931671 4.485186 -0.765425 0.1 0.4 -0.1 0.08
C 3.903273 4.561598 1.606360 0.3 0.4 0.2 -0.02
H 1.474181 3.564310 1.018479 0.2 -0.4 0.3 0.08
H 2.473873 2.232114 0.318470 0.0 0.0 0.1 0.09
H 1.541632 3.398188 -0.667167 0.5 -0.1 -0.4 0.05
H 4.448960 5.499659 1.511827 0.0 0.0 0.1 0.09
H 4.623790 3.804818 1.927910 0.0 -0.1 -0.1 0.09
H 3.158695 4.638549 2.396464 -0.1 0.0 -0.1 0.07
C -0.387803 4.939183 -2.309383 -0.2 0.0 0.4 -0.01
C -1.534463 4.015639 -1.961011 -0.2 0.8 -0.4 -0.50
O -2.151256 3.444723 -2.831676 0.1 -0.4 0.2 0.07
C -1.962010 3.976001 -0.522813 -0.8 -1.4 0.6 -0.01
H -0.603763 5.472456 -3.232126 0.1 -0.3 -0.2 0.09
H 0.515921 4.335481 -2.404790 0.1 0.2 -0.1 0.06
H -0.247246 5.685092 -1.526840 0.2 -0.1 0.1 0.08
H -1.267601 3.465803 0.152767 0.6 0.6 -0.1 0.07
H -2.819519 3.304224 -0.413791 -0.3 0.3 -0.4 0.06
H -2.260554 4.952326 -0.146650 0.3 0.1 0.0 0.09